C3H7ClNO | wB97M-V/def2-TZVPD

Each line ends with the natural charge from an NBO analysis.
Positions of all 13 atoms, in Å:
C (0.911805, -1.767577, 0.186435)  0.4738
C (-0.254624, 0.623175, 0.423964)  -0.2488
C (0.943928, -0.216398, 0.847873)  -0.3257
N (-0.582104, 0.357960, -1.131484)  -0.7041
O (0.155104, -2.072900, -0.660238)  -0.5249
Cl (2.294116, 0.382504, -0.182823)  -0.0279
H (1.763552, -2.362942, 0.490131)  0.1721
H (-1.105229, 0.178644, 0.998186)  0.2581
H (0.158685, 1.612242, 0.512078)  0.2625
H (1.326650, -0.014395, 1.911472)  0.2971
H (-1.352705, 1.049978, -1.378555)  0.4638
H (-0.825197, -0.596094, -1.183051)  0.4576
H (0.278662, 0.338539, -1.624779)  0.4464

Forces on atoms 1 to 6 (eV/Å):
1.21 2.43 2.48
0.15 -2.42 -0.59
0.92 -1.51 -1.11
-1.31 2.57 3.22
-1.25 -0.44 -0.91
0.69 0.10 -0.12

Values from the calculation:
* energy above the lowest of the compared OMol25 structures with the same formula, charge and spin: 0.384 eV
* F_max: 4.321 eV/Å
* charge: +1
* calculated total energy: -708.39248 hartree